{
  "formula": "C3H6N7",
  "method": "the ωB97M-V functional and the def2-TZVPD basis",
  "orbital_gap_ev": 6.43,
  "relative_energy_ev": 0.000,
  "smiles": "N/C1=N/N=C(/N)[NH+]=C=NN1",
  "fmax_ev_per_a": 2.9,
  "lumo_ha": -0.21857,
  "total_charge": 1,
  "total_energy_ha": -500.79554,
  "symbols": ["C", "C", "C", "N", "N", "N", "N", "N", "N", "N", "H", "H", "H", "H", "H", "H"],
  "xyz": [[1.714, 0.414, -0.879], [0.202, 1.490, 0.717], [-0.779, -1.475, -0.293], [1.126, -0.485, -1.435], [-0.702, 0.638, 0.786], [1.478, 1.422, -0.128], [0.325, -1.493, -1.201], [-1.161, -0.524, 0.475], [0.260, 2.591, 1.490], [-1.485, -2.619, -0.308], [2.209, 2.045, 0.190], [0.251, -2.163, -1.961], [-0.515, 2.749, 2.114], [0.720, 3.422, 1.154], [-1.334, -3.341, -0.988], [-2.309, -2.672, 0.267]],
  "forces_ev_per_angstrom": [[-1.947, -2.117, 0.306], [-1.001, -0.868, -0.451], [0.349, 0.978, 0.776], [0.418, 1.633, 0.089], [1.047, 1.953, 0.150], [0.636, 1.057, -0.103], [0.410, -1.053, -0.271], [-0.617, -1.902, -0.514], [0.388, 0.724, 0.364], [0.039, -0.461, -0.262], [0.275, -0.303, 0.086], [0.021, 0.413, -0.086], [0.052, -0.135, -0.040], [-0.087, 0.001, -0.059], [0.009, -0.035, 0.047], [0.007, 0.117, -0.035]],
  "lowdin_charge": [-0.0038, -0.3457, -0.3671, 0.1543, 0.0902, 0.1655, 0.1020, 0.0815, 0.1531, 0.1669, 0.1543, 0.1668, 0.1282, 0.1127, 0.1136, 0.1275]
}

=====

{
  "formula": "C2H5FS2",
  "method": "the ωB97M-V functional and the def2-TZVPD basis",
  "orbital_gap_ev": [8.71, 7.00],
  "relative_energy_ev": 2.290,
  "fmax_ev_per_a": 0.9,
  "lumo_ha": [0.01448, -0.04499],
  "total_energy_ha": -975.34528,
  "symbols": ["C", "C", "F", "S", "S", "H", "H", "H", "H", "H"],
  "xyz": [[1.948, 0.468, -0.260], [-2.029, -1.022, 0.236], [-2.905, -0.625, -0.670], [0.585, 1.627, -0.648], [-0.646, 1.482, 0.870], [2.487, 0.807, 0.619], [2.602, 0.461, -1.125], [1.534, -0.521, -0.091], [-2.414, -1.160, 1.228], [-1.162, -1.517, -0.159]],
  "forces_ev_per_angstrom": [[-0.413, 0.345, -0.021], [0.434, 0.798, 0.230], [-0.279, -0.001, -0.239], [0.331, -0.266, -0.106], [-0.293, -0.613, 0.053], [0.033, 0.028, 0.074], [0.122, -0.028, -0.103], [-0.001, -0.044, -0.006], [-0.104, -0.085, 0.167], [0.171, -0.133, -0.049]],
  "lowdin_charge": [-0.4564, -0.1082, -0.0375, 0.2866, 0.1407, 0.0286, 0.0244, 0.0191, 0.0530, 0.0497]
}

=====

{
  "formula": "C14H15N3OS3",
  "method": "the ωB97M-V functional and the def2-TZVPD basis",
  "orbital_gap_ev": 8.67,
  "relative_energy_ev": 0.095,
  "fmax_ev_per_a": 1.0,
  "lumo_ha": 0.01445,
  "total_energy_ha": -1976.58382,
  "symbols": ["C", "H", "H", "H", "S", "C", "N", "S", "C", "N", "S", "C", "H", "H", "C", "O", "N", "C", "C", "C", "C", "C", "C", "C", "C", "C", "H", "H", "H", "H", "H", "H", "H", "H", "H", "H"],
  "xyz": [[2.087, 0.321, 3.637], [1.473, -0.217, 2.921], [1.617, 0.333, 4.614], [3.076, -0.121, 3.699], [2.250, 2.064, 3.138], [2.705, 1.864, 1.482], [3.068, 2.886, 0.748], [3.391, 2.393, -0.777], [3.010, 0.739, -0.335], [2.669, 0.640, 0.908], [3.044, -0.581, -1.445], [2.108, -1.825, -0.489], [1.949, -2.654, -1.178], [2.734, -2.150, 0.343], [0.806, -1.294, 0.101], [0.628, -1.375, 1.299], [-0.100, -0.763, -0.760], [-1.212, -0.060, -0.236], [-1.056, 0.805, 0.841], [-2.152, 1.467, 1.362], [-3.407, 1.282, 0.806], [-3.555, 0.454, -0.293], [-2.468, -0.222, -0.821], [-2.549, -1.050, -2.067], [-1.338, -0.660, -2.910], [-0.060, -1.071, -2.187], [0.072, -2.154, -2.303], [0.796, -0.571, -2.652], [-1.351, 0.421, -3.067], [-1.356, -1.147, -3.886], [-2.509, -2.117, -1.829], [-3.480, -0.854, -2.599], [-4.526, 0.327, -0.750], [-4.263, 1.795, 1.216], [-2.020, 2.133, 2.200], [-0.081, 0.961, 1.270]],
  "forces_ev_per_angstrom": [[0.087, 0.311, -0.237], [0.015, -0.034, 0.096], [-0.025, 0.031, 0.105], [-0.001, -0.113, 0.042], [-0.211, 0.031, 0.563], [0.253, 0.645, -0.503], [0.001, 0.502, 0.608], [-0.300, -0.957, 0.239], [0.241, 0.673, -0.378], [0.096, -0.625, -0.212], [0.142, -0.420, -0.267], [0.314, 0.334, 0.075], [0.015, 0.002, -0.018], [-0.206, -0.027, -0.069], [0.244, -0.509, 0.354], [-0.092, -0.220, -0.066], [-0.217, 0.289, -0.127], [-0.428, 0.232, 0.244], [-0.003, 0.053, -0.039], [0.033, -0.010, -0.015], [-0.112, 0.025, -0.007], [0.021, 0.042, 0.075], [0.118, -0.117, 0.031], [0.074, 0.129, -0.069], [-0.017, -0.203, 0.115], [0.154, -0.041, -0.587], [-0.023, 0.096, -0.047], [-0.162, -0.139, 0.040], [0.000, -0.016, -0.044], [0.078, 0.029, -0.022], [-0.025, -0.056, -0.042], [-0.019, -0.042, 0.044], [-0.093, -0.006, -0.064], [-0.079, 0.053, 0.034], [0.023, 0.060, 0.085], [0.104, -0.002, 0.061]],
  "lowdin_charge": [-0.3679, 0.0004, 0.0330, 0.0389, 0.9072, -0.8511, -0.3252, 0.9718, -0.9180, 0.0027, 0.9400, -0.3279, 0.0819, 0.0927, -0.5099, 0.0534, 0.0250, -0.1408, 0.0056, -0.0678, -0.0851, -0.0384, -0.1705, -0.1307, -0.1575, -0.1622, 0.1270, 0.0798, 0.1257, 0.1159, 0.1268, 0.1161, 0.1101, 0.1003, 0.1055, 0.0932]
}

=====

{
  "formula": "C14H17N3O3",
  "method": "the ωB97M-V functional and the def2-TZVPD basis",
  "orbital_gap_ev": 7.09,
  "relative_energy_ev": 7.794,
  "smiles": "O=[N+]([O-])c1ccc(C2=NC[C@H](CN3CCCC3)O2)cc1",
  "fmax_ev_per_a": 8.6,
  "lumo_ha": -0.04627,
  "total_energy_ha": -933.46991,
  "symbols": ["O", "O", "N", "O", "C", "C", "C", "C", "C", "C", "C", "N", "N", "C", "C", "C", "C", "C", "C", "C", "H", "H", "H", "H", "H", "H", "H", "H", "H", "H", "H", "H", "H", "H", "H", "H", "H"],
  "xyz": [[-5.883, -3.893, -2.525], [-4.909, -5.444, -1.371], [1.038, -1.513, -1.168], [-0.311, 0.257, -1.028], [-0.274, -1.109, -1.185], [-2.569, -1.391, -1.804], [-1.273, -3.429, -1.432], [-3.667, -2.170, -2.002], [-2.404, -4.148, -1.633], [-1.320, -2.026, -1.601], [-3.661, -3.656, -1.979], [1.682, 1.886, 1.372], [-4.878, -4.394, -1.938], [1.685, 2.115, 2.808], [2.266, 3.133, 0.666], [2.838, 3.012, 3.009], [2.684, 3.995, 1.893], [1.894, -0.346, -0.814], [0.607, 1.142, 0.809], [0.884, 0.756, -0.647], [-2.648, -0.301, -1.764], [-0.366, -3.885, -1.032], [-4.653, -1.786, -2.145], [-2.496, -5.151, -1.326], [1.814, 1.170, 3.340], [0.784, 2.653, 3.168], [3.068, 2.740, 0.046], [1.496, 3.681, 0.057], [2.894, 3.543, 3.904], [3.804, 2.548, 2.991], [3.649, 4.539, 1.703], [1.899, 4.731, 2.157], [2.708, -0.284, -1.606], [2.344, -0.503, 0.161], [-0.226, 1.748, 0.898], [0.325, 0.174, 1.243], [1.177, 1.608, -1.224]],
  "forces_ev_per_angstrom": [[2.203, -0.665, 1.162], [0.327, -1.085, 0.639], [-3.881, 0.321, 0.580], [-5.099, -1.734, -2.060], [8.610, -0.427, -0.650], [0.647, -0.621, -0.299], [1.325, 1.949, -0.040], [-2.045, -3.302, -0.680], [-2.531, -1.573, 0.066], [-1.742, 0.910, 1.315], [3.048, 5.474, 0.707], [1.893, 0.414, 0.400], [-2.724, 1.315, -1.960], [-0.603, -0.616, -0.100], [-1.891, -0.889, 1.221], [0.889, 0.448, -0.410], [1.050, 0.813, -1.525], [-0.012, -1.617, -0.762], [1.792, -0.262, -0.726], [1.616, 1.335, 1.504], [0.042, -0.447, -0.089], [-0.271, 0.114, -0.333], [-0.374, 0.672, -0.072], [0.743, -1.438, 0.094], [-0.336, -0.046, 0.036], [-0.089, -0.384, -0.037], [0.202, 0.536, -0.142], [0.637, -0.584, 0.317], [-0.539, 0.761, 1.871], [0.460, -0.830, -0.519], [-0.998, -0.273, 0.079], [0.369, -0.346, -0.359], [-1.081, 0.371, 0.979], [0.497, -0.314, 0.026], [-2.496, 1.095, -0.463], [0.662, 0.180, 0.801], [-0.301, 0.744, -0.575]],
  "lowdin_charge": [0.0476, 0.1118, 0.1205, 0.0011, -0.2242, -0.0090, 0.0038, 0.0321, -0.0189, -0.1177, -0.1021, -0.1544, -0.3517, -0.2090, -0.1121, -0.2265, -0.1820, -0.1324, -0.1489, -0.3495, 0.1298, 0.1277, 0.1024, 0.1069, 0.1243, 0.1275, 0.1046, 0.1200, 0.0924, 0.1126, 0.1228, 0.1170, 0.1376, 0.1090, 0.1039, 0.1469, 0.1361]
}

=====

{
  "formula": "C36H46N4O4S2",
  "method": "the ωB97M-V functional and the def2-TZVPD basis",
  "orbital_gap_ev": 6.99,
  "smiles": "CCCCOC1=C(CCCSC(=S)N(c2ccccc2)c2ccccc2)C(=O)OC1=O.CCCC#N.CCCC#N.CCCC#N",
  "fmax_ev_per_a": 5.7,
  "lumo_ha": -0.04558,
  "total_energy_ha": -2715.28588,
  "symbols": ["C", "C", "C", "C", "O", "C", "C", "C", "C", "C", "S", "C", "S", "N", "C", "C", "C", "C", "C", "C", "C", "C", "C", "C", "C", "C", "C", "O", "O", "C", "O", "H", "H", "H", "H", "H", "H", "H", "H", "H", "H", "H", "H", "H", "H", "H", "H", "H", "H", "H", "H", "H", "H", "H", "H", "H", "C", "C", "C", "C", "N", "H", "H", "H", "H", "H", "H", "H", "C", "C", "C", "C", "N", "H", "H", "H", "H", "H", "H", "H", "C", "C", "C", "C", "N", "H", "H", "H", "H", "H", "H", "H"],
  "xyz": [[-2.374, 3.489, 1.054], [-1.400, 3.192, -0.211], [-2.087, 2.280, -1.336], [-2.462, 0.797, -0.858], [-2.654, -0.034, -2.066], [-2.037, -1.297, -1.896], [-0.681, -1.669, -2.157], [0.486, -0.730, -2.749], [1.085, 0.273, -1.637], [2.402, -0.314, -0.887], [1.776, -1.390, 0.495], [2.411, -0.736, 2.126], [4.000, -0.136, 2.097], [1.629, -0.758, 3.369], [1.518, 0.574, 4.009], [1.601, 1.947, 3.301], [1.451, 3.237, 4.182], [1.189, 3.214, 5.711], [1.063, 1.837, 6.418], [1.247, 0.564, 5.561], [0.269, -1.315, 3.183], [-0.890, -0.665, 2.388], [-2.289, -1.382, 2.305], [-2.579, -2.742, 3.039], [-1.404, -3.389, 3.855], [-0.031, -2.675, 3.897], [-0.394, -3.193, -1.772], [0.703, -3.767, -1.900], [-1.643, -3.716, -1.255], [-2.648, -2.681, -1.345], [-3.861, -2.782, -1.031], [-1.738, 3.930, 1.908], [-2.943, 2.566, 1.409], [-3.084, 4.341, 0.726], [-1.121, 4.195, -0.712], [-0.430, 2.767, 0.225], [-3.068, 2.785, -1.666], [-1.394, 2.282, -2.262], [-1.691, 0.319, -0.156], [-3.471, 0.770, -0.296], [-0.008, -0.103, -3.582], [1.268, -1.408, -3.239], [0.284, 0.377, -0.810], [1.307, 1.266, -2.167], [2.905, -1.017, -1.653], [3.128, 0.497, -0.546], [1.791, 2.008, 2.169], [1.545, 4.270, 3.680], [1.055, 4.149, 6.363], [0.843, 1.718, 7.543], [1.172, -0.449, 6.106], [-0.733, 0.329, 1.849], [-3.140, -0.910, 1.687], [-3.602, -3.261, 3.011], [-1.573, -4.364, 4.422], [0.816, -3.152, 4.518], [6.208, 4.763, -0.333], [6.486, 3.497, 0.467], [5.297, 3.056, 1.322], [4.958, 4.046, 2.349], [4.690, 4.833, 3.145], [5.999, 5.613, 0.323], [7.075, 5.023, -0.944], [5.351, 4.624, -0.998], [7.366, 3.655, 1.099], [6.736, 2.690, -0.229], [5.540, 2.106, 1.808], [4.427, 2.872, 0.683], [-3.564, 4.242, -5.994], [-2.976, 2.884, -6.355], [-2.263, 2.211, -5.181], [-1.101, 2.980, -4.726], [-0.196, 3.596, -4.367], [-2.786, 4.948, -5.693], [-4.083, 4.670, -6.855], [-4.282, 4.152, -5.175], [-2.287, 3.001, -7.198], [-3.786, 2.230, -6.695], [-1.932, 1.214, -5.489], [-2.963, 2.071, -4.351], [-1.134, -9.199, -0.805], [-1.920, -7.943, -1.159], [-1.633, -6.772, -0.217], [-2.043, -7.058, 1.161], [-2.358, -7.294, 2.243], [-1.394, -9.566, 0.191], [-1.353, -9.996, -1.519], [-0.058, -9.006, -0.830], [-2.990, -8.174, -1.157], [-1.661, -7.643, -2.180], [-2.171, -5.890, -0.573], [-0.567, -6.527, -0.243]],
  "forces_ev_per_angstrom": [[0.600, 1.064, -0.724], [-0.473, 0.254, 0.520], [0.077, 0.168, 0.046], [-0.468, 0.785, 0.707], [1.457, -2.646, 1.156], [3.765, -2.432, -0.313], [-1.265, 1.156, 0.040], [-1.218, -0.485, 0.139], [-0.016, -0.438, 0.288], [-0.190, 0.154, -1.316], [-0.111, 0.364, 1.402], [1.990, 0.925, -0.222], [-2.298, -0.806, 0.325], [-1.356, 1.223, -2.890], [-0.297, 3.838, 3.190], [-0.582, -0.402, 3.778], [-0.262, -2.208, 1.366], [0.131, -3.545, -1.586], [0.751, -0.104, -4.086], [0.148, 2.246, -1.024], [-4.342, -2.901, 0.312], [-0.694, -3.119, 1.527], [2.230, -1.633, 1.789], [4.013, 1.779, 0.348], [0.215, 3.562, -2.066], [-1.958, 1.198, -1.257], [1.528, 1.290, -0.734], [-4.930, 1.612, 0.847], [0.267, 1.724, -0.867], [-3.944, 1.891, 0.660], [5.542, -0.595, -1.121], [-1.059, -0.878, -1.205], [0.763, 1.317, -0.460], [0.785, -1.620, 0.682], [-0.423, -1.575, 0.841], [-1.256, 0.218, -0.954], [1.446, -0.665, 0.477], [-1.086, -0.380, 1.583], [-0.915, 0.749, -1.195], [1.581, 0.210, -0.857], [0.757, -0.955, 1.306], [-0.970, 1.032, 0.821], [1.271, 0.330, -1.512], [-0.260, -1.376, 1.002], [-0.439, 1.107, 1.485], [-1.052, -1.252, -0.280], [-0.288, 0.013, 2.070], [-0.125, -1.964, 0.809], [0.337, -1.455, -1.486], [0.459, 0.334, -2.118], [0.155, 1.759, -1.174], [-0.246, -1.547, 0.937], [1.605, -0.757, 1.139], [1.780, 1.030, -0.089], [0.352, 1.557, -0.955], [-1.479, 0.894, -1.183], [0.069, 0.074, -0.006], [0.173, 0.243, -0.270], [0.339, -0.254, -0.004], [-0.236, 0.134, 0.178], [0.113, -0.255, -0.304], [-0.026, -0.073, -0.034], [-0.101, 0.002, 0.014], [0.042, 0.036, 0.026], [-0.129, -0.093, 0.017], [-0.066, -0.025, 0.172], [-0.163, 0.195, 0.078], [-0.021, 0.092, 0.142], [0.015, 0.076, -0.035], [-0.202, 0.287, -0.216], [-0.106, -0.229, -0.277], [0.164, 0.098, 0.175], [-0.292, -0.250, -0.121], [-0.047, -0.062, 0.014], [0.016, -0.016, 0.103], [0.035, 0.030, -0.042], [-0.011, -0.100, 0.116], [0.166, -0.056, 0.080], [0.095, 0.087, 0.155], [0.177, 0.064, 0.048], [-0.039, -0.097, -0.011], [0.048, -0.372, -0.110], [-0.214, 0.075, -0.307], [0.066, 0.025, 0.310], [0.076, 0.088, -0.388], [0.039, 0.058, -0.047], [0.064, 0.040, 0.065], [-0.054, -0.030, 0.015], [0.077, 0.128, 0.026], [-0.060, 0.115, 0.132], [0.076, -0.072, 0.241], [-0.082, -0.008, 0.151]],
  "lowdin_charge": [-0.1196, -0.2443, -0.1738, -0.1623, -0.0723, -0.0843, -0.0069, -0.1085, -0.2334, -0.4297, 0.8515, -0.9266, 0.6404, -0.1278, -0.1997, -0.0259, -0.0650, -0.0736, -0.0692, 0.0010, -0.2346, -0.0206, -0.0539, -0.0477, -0.0561, 0.0014, -0.2825, 0.1013, 0.0551, -0.2481, 0.0974, 0.0753, 0.0673, 0.0812, 0.1161, 0.0901, 0.1256, 0.0864, 0.0942, 0.1382, 0.1165, 0.1212, 0.0718, 0.1198, 0.0921, 0.0584, 0.0881, 0.0885, 0.0919, 0.0957, 0.1017, 0.0812, 0.0815, 0.0948, 0.0906, 0.1056, -0.1124, -0.2627, -0.2224, -0.2296, 0.1495, 0.0722, 0.0721, 0.0758, 0.1142, 0.1094, 0.0593, 0.1073, -0.1092, -0.2624, -0.1943, -0.2514, 0.1551, 0.0731, 0.0738, 0.0767, 0.1136, 0.1109, 0.1185, 0.1106, -0.1132, -0.2628, -0.1938, -0.2298, 0.1372, 0.0717, 0.0711, 0.0766, 0.1131, 0.1087, 0.0947, 0.1234]
}